{
  "formula": "C3H10N2O",
  "method": "wB97M-V/def2-TZVPD",
  "species": ["O", "N", "N", "C", "C", "C", "H", "H", "H", "H", "H", "H", "H", "H", "H", "H"],
  "positions_angstrom": [[2.21928, 0.30873, 0.47688], [-0.91221, -0.59352, -2.05355], [-1.27120, 1.00125, 0.89837], [-0.79456, -0.84529, -0.61172], [-0.17922, 0.33053, 0.14069], [0.99024, -0.08645, 1.05741], [-1.16443, -1.46092, -2.52928], [0.25374, 1.05766, -0.54384], [0.87726, 0.34198, 2.06365], [-0.26947, -1.79166, -0.47367], [-1.70096, 0.03006, -2.20711], [2.88182, -0.39211, 0.54946], [1.01219, -1.17017, 1.23124], [-1.58468, 0.33549, 1.59576], [-0.85951, 1.77571, 1.41649], [-1.78857, -1.03332, -0.15476]],
  "atomic_forces_ev_per_a": [[0.5, 0.0, -0.2], [-0.3, -0.2, -0.1], [0.6, -0.1, -0.3], [-0.8, -0.3, -0.2], [0.0, 0.1, 0.9], [0.1, -0.6, 0.3], [0.1, 0.3, 0.1], [-0.1, -0.1, -0.2], [0.0, 0.3, -0.2], [0.4, 0.2, 0.0], [0.2, 0.1, 0.0], [-0.4, 0.3, 0.1], [-0.2, 0.0, -0.1], [-0.2, 0.1, 0.1], [-0.2, 0.0, -0.1], [0.3, 0.1, -0.1]],
  "smiles": "NC[C@@H](N)CO",
  "spin_multiplicity": 1,
  "gap_ha": 0.374,
  "total_charge": 0
}


{
  "formula": "C3H10N2O",
  "method": "wB97M-V/def2-TZVPD",
  "species": ["O", "N", "N", "C", "C", "C", "H", "H", "H", "H", "H", "H", "H", "H", "H", "H"],
  "positions_angstrom": [[0.04812, -0.95775, -2.81477], [0.93384, 0.53234, 0.05814], [-0.78338, 2.16756, 0.20048], [0.34712, -1.72311, 1.19793], [-0.15014, -0.40991, 0.54033], [0.54337, 1.72772, -0.01840], [-1.05672, 3.04114, 0.13220], [-1.02832, -0.57084, -0.14236], [-0.34380, 0.25627, 1.40239], [-0.21546, -1.53942, -2.05807], [0.53551, -2.50096, 0.28837], [1.07197, -1.46668, 2.01788], [-0.52702, -2.17142, 1.78532], [1.38415, 2.42111, 0.01715], [0.72246, -0.34954, -2.42495], [-1.48170, 1.54349, -0.18165]],
  "atomic_forces_ev_per_a": [[0.3, -0.1, 1.3], [-0.7, -2.2, -0.5], [2.2, -5.7, -0.2], [-1.4, -1.0, -1.5], [0.9, 1.0, 1.4], [-0.3, 1.1, 0.8], [-0.9, 5.3, -0.5], [0.8, 0.3, 0.6], [-1.6, -0.9, -0.1], [0.5, 0.8, -1.0], [0.5, 1.5, 2.7], [0.1, -0.7, -1.5], [0.9, 0.6, -1.0], [-0.6, 0.7, -0.6], [-0.7, -0.7, -0.3], [0.1, 0.0, 0.3]],
  "smiles": "CC/N=C\\N.O",
  "spin_multiplicity": 1,
  "gap_ha": 0.383,
  "total_charge": 0
}


{
  "formula": "C3H10N2O",
  "method": "wB97M-V/def2-TZVPD",
  "species": ["O", "N", "N", "C", "C", "C", "H", "H", "H", "H", "H", "H", "H", "H", "H", "H"],
  "positions_angstrom": [[0.49701, 5.18956, -1.62771], [0.24639, 3.32919, -0.12087], [-0.37261, -2.97742, 0.90119], [0.37988, 3.78290, -1.50098], [-0.89587, -4.00237, 1.87165], [0.12880, -3.57922, -0.08893], [0.19619, -4.70173, -0.12606], [-0.52600, 3.39395, -1.98316], [-1.65325, -3.46126, 2.43353], [-1.42909, -4.87905, 1.52956], [0.77806, -3.15737, -0.86875], [-0.54882, 2.72536, -0.06262], [1.14641, 3.29130, -2.13488], [0.81603, 3.91288, 0.45902], [-0.03111, -4.33971, 2.45775], [1.26799, 5.47299, -1.13875]],
  "atomic_forces_ev_per_a": [[-0.7, -0.3, -0.2], [1.2, 0.5, -3.1], [-0.2, -1.8, -0.5], [-0.5, -1.0, -0.2], [-0.1, 1.6, 0.6], [1.5, -1.2, -0.3], [-0.4, 0.7, 0.0], [-0.2, 0.9, -0.2], [0.3, -0.1, 0.7], [0.2, -0.2, -1.0], [-0.7, 0.7, 0.2], [0.1, 0.4, 1.6], [0.5, 0.3, 0.8], [-0.8, -0.7, 1.3], [-0.5, 0.3, 0.3], [0.3, 0.1, 0.0]],
  "smiles": "C=NC.NCO",
  "spin_multiplicity": 1,
  "gap_ha": 0.368,
  "total_charge": 0
}


{
  "formula": "C3H10N2O",
  "method": "wB97M-V/def2-TZVPD",
  "species": ["O", "N", "N", "C", "C", "C", "H", "H", "H", "H", "H", "H", "H", "H", "H", "H"],
  "positions_angstrom": [[-4.02059, 0.61053, -0.93167], [0.10160, -0.16234, 0.79258], [-1.38678, -0.55173, -0.98176], [-0.29365, -0.78576, -0.41585], [1.52392, -0.31246, 1.01570], [2.37255, 0.63339, 0.15857], [3.42946, 0.53668, 0.42638], [-1.69666, -1.09378, -1.77263], [2.36838, 0.39761, -0.91435], [0.23466, -1.73566, -0.62462], [2.10160, 1.67802, 0.28573], [-0.24021, 0.78224, 0.63304], [1.83421, -0.13386, 2.05677], [-3.46891, 0.39034, -0.15823], [1.83999, -1.34272, 0.85224], [-4.69957, 1.08949, -0.42192]],
  "atomic_forces_ev_per_a": [[-0.5, 0.5, 1.7], [-0.4, -0.4, -2.0], [-0.5, 1.7, 0.2], [-0.6, -2.6, 0.9], [1.3, 1.0, 0.4], [0.7, -0.5, -0.4], [-0.1, 0.1, 0.2], [0.5, -0.4, 0.0], [-0.4, 0.0, 0.2], [0.5, 0.6, -0.1], [-0.2, 0.1, 0.1], [0.3, 0.3, 0.9], [-0.7, 0.1, -0.1], [0.6, -0.4, -1.0], [-0.3, -0.1, -0.3], [-0.2, 0.0, -0.9]],
  "smiles": "[H]/N=C/NCC.O",
  "spin_multiplicity": 1,
  "gap_ha": 0.381,
  "total_charge": 0
}


{
  "formula": "C3H10N2O",
  "method": "wB97M-V/def2-TZVPD",
  "species": ["O", "N", "N", "C", "C", "C", "H", "H", "H", "H", "H", "H", "H", "H", "H", "H"],
  "positions_angstrom": [[-1.58852, -0.32472, 0.88643], [2.12598, -0.74331, 0.17966], [-0.36749, 0.01450, -1.13142], [1.28860, 0.35817, 0.76363], [0.50690, 0.99242, -0.38278], [-1.39601, -0.43126, -0.25400], [-4.22068, 0.51410, -0.83364], [1.95020, -0.85979, -0.80389], [3.09926, -0.80409, 0.39934], [-4.23877, 1.25337, -0.87943], [1.99018, 1.06714, 1.18124], [-0.19422, -0.94090, -0.48606], [1.22377, 1.42520, -1.05692], [0.63878, -0.14394, 1.45750], [-2.19174, -0.92700, -0.84141], [-0.18386, 1.73110, 0.01152]],
  "atomic_forces_ev_per_a": [[0.0, 1.2, 4.7], [-1.1, -0.1, -0.1], [1.0, -1.7, 3.1], [1.4, -1.3, -1.4], [-0.5, -0.4, 0.7], [-3.9, 0.5, -4.5], [0.0, 0.0, 0.0], [0.4, 0.0, -0.2], [0.2, 0.3, 0.1], [0.0, 0.0, 0.0], [-0.3, 0.4, 0.5], [2.6, 0.2, -2.7], [0.0, 0.2, -0.5], [-0.2, 0.6, 0.7], [0.4, -0.4, -0.5], [0.1, 0.4, 0.0]],
  "spin_multiplicity": 1,
  "gap_ha": 0.379,
  "total_charge": 0
}


{
  "formula": "C3H10N2O",
  "method": "wB97M-V/def2-TZVPD",
  "species": ["O", "N", "N", "C", "C", "C", "H", "H", "H", "H", "H", "H", "H", "H", "H", "H"],
  "positions_angstrom": [[2.00052, -1.31309, 0.77142], [1.26863, 0.33146, -0.68566], [-1.22231, 0.27521, 0.35176], [2.29728, -0.42535, -0.10495], [-2.26275, 1.16337, 0.67600], [-1.41373, -0.40790, -0.95420], [0.49575, 0.42582, 0.12552], [-1.19380, 0.22148, -1.81636], [-3.15134, 1.17369, 0.08983], [-1.96561, 2.22184, 0.74532], [1.55505, 1.31029, -1.03212], [-2.62615, 1.01424, 1.74906], [-2.43637, -0.51403, -1.15429], [-1.27702, -0.36039, 1.14248], [-0.75875, -1.28548, -0.94838], [3.30498, 0.06987, -0.43620]],
  "atomic_forces_ev_per_a": [[2.0, 3.0, -3.6], [0.5, 1.5, 2.3], [0.0, -1.2, -0.1], [-1.6, 0.1, 2.0], [-1.2, 2.8, 3.0], [1.2, 0.6, 0.7], [1.0, -0.1, -2.5], [1.0, 0.4, 0.3], [-0.7, -0.5, -0.9], [0.3, -0.1, -0.5], [-0.3, -2.3, 0.6], [0.4, -0.1, -1.3], [-1.8, -1.4, 0.2], [0.6, -0.8, -0.8], [-0.6, 0.0, -0.4], [-0.9, -1.9, 0.8]],
  "smiles": "NC=O.CNC",
  "spin_multiplicity": 1,
  "gap_ha": 0.374,
  "total_charge": 0
}


{
  "formula": "C3H10N2O",
  "method": "wB97M-V/def2-TZVPD",
  "species": ["O", "N", "N", "C", "C", "C", "H", "H", "H", "H", "H", "H", "H", "H", "H", "H"],
  "positions_angstrom": [[-2.44434, -1.54921, -0.39973], [2.68118, 1.17804, 0.21135], [0.29374, 0.93414, 0.12985], [-1.08199, -1.23759, -0.10418], [-0.99408, 0.44664, -0.29330], [1.54590, 0.22730, 0.29553], [-0.41725, -1.45705, -0.92002], [-1.88225, 0.79476, 0.35642], [-1.16674, 0.44998, -1.44888], [2.47395, 1.97556, 0.77191], [1.39474, -0.44704, 1.18027], [0.13613, 1.89912, 0.46628], [3.40369, 0.81623, 0.89215], [1.75156, -0.47491, -0.52508], [-3.08808, -0.83544, -0.18707], [-0.69442, -1.73083, 0.83508]],
  "atomic_forces_ev_per_a": [[-0.1, -0.4, 0.0], [0.9, -1.5, 2.1], [-1.6, 2.4, -0.2], [-0.6, 3.2, 0.1], [-0.2, -4.1, 0.2], [-0.8, -0.5, -0.3], [-0.1, -1.2, -0.4], [1.5, 0.2, -1.2], [-0.1, 0.7, 2.0], [-0.9, 1.2, 0.1], [1.1, 0.7, 0.0], [1.3, -1.1, -0.1], [-0.5, -0.1, -1.4], [-0.5, 0.2, -0.1], [1.2, -0.6, 0.0], [-0.7, 0.9, -0.7]],
  "smiles": "NCNCCO",
  "spin_multiplicity": 1,
  "gap_ha": 0.338,
  "total_charge": 0
}


{
  "formula": "C3H10N2O",
  "method": "wB97M-V/def2-TZVPD",
  "species": ["O", "N", "N", "C", "C", "C", "H", "H", "H", "H", "H", "H", "H", "H", "H", "H"],
  "positions_angstrom": [[-1.86500, -2.53217, -0.50284], [-0.45364, -0.05437, 0.10737], [-0.45431, 2.02627, 1.23646], [0.97164, -0.30954, 0.22538], [1.65509, -0.26101, -1.16290], [-1.00515, 0.84199, 0.82607], [1.48299, 0.40037, 0.88531], [2.50135, -0.92920, -1.10387], [-1.03151, 2.77136, 1.57972], [-2.08403, 0.77166, 0.98411], [2.03028, 0.73078, -1.40211], [0.93551, -0.56517, -1.91561], [-2.79266, -2.26351, -0.58307], [1.13430, -1.28336, 0.69053], [0.39430, 2.33059, 0.79761], [-1.41916, -1.67471, -0.66216]],
  "atomic_forces_ev_per_a": [[-0.5, 0.6, -0.4], [-0.2, -0.9, 1.5], [0.3, -0.1, 0.6], [0.5, 1.0, -1.0], [-0.2, -0.1, 1.0], [-0.4, 0.6, -1.6], [0.0, 0.1, 0.1], [0.3, -0.2, -0.5], [-0.2, -0.2, 0.1], [0.0, 0.1, 0.0], [-0.1, 0.1, 0.0], [0.1, -0.2, -0.2], [0.2, -0.4, 0.1], [-0.4, -0.1, -0.2], [0.2, -0.1, 0.0], [0.2, -0.2, 0.5]],
  "smiles": "CC/N=C\\N.O",
  "spin_multiplicity": 1,
  "gap_ha": 0.352,
  "total_charge": 0
}


| no. | molar mass (g/mol) | HOMO energy (eV) |
| --- | --- | --- |
| 1 | 90.126 | -9.234 |
| 2 | 90.126 | -9.588 |
| 3 | 90.126 | -9.016 |
| 4 | 90.126 | -9.306 |
| 5 | 90.126 | -9.224 |
| 6 | 90.126 | -9.318 |
| 7 | 90.126 | -8.266 |
| 8 | 90.126 | -8.831 |